DFT (ωB97M-V/def2-TZVPD) results for a 6-piece molecular cluster, C24H65N5O9 overall.

```
103
Properties=species:S:1:pos:R:3:mulliken_charge:R:1
O 0.782 -7.807 -1.982 -0.488
O 4.929 -0.230 1.393 -0.402
O 0.874 2.652 0.798 -0.696
O -0.497 -0.989 -0.127 -0.021
O -1.245 4.220 -3.314 -0.451
O 2.692 5.427 -1.880 -0.146
O -1.754 -1.228 2.749 -0.471
O -3.665 -7.690 0.062 -0.351
O -1.779 5.251 3.004 -0.415
N 3.332 3.174 0.757 0.072
N 1.058 5.383 1.014 0.034
N -1.580 4.125 0.316 -0.012
N 0.526 -4.150 -1.600 -0.323
N -2.703 -4.207 0.629 -0.068
C -1.967 3.753 -1.062 -1.137
C -0.750 -0.161 2.540 -1.321
C -2.729 3.870 1.182 -1.317
C 0.257 -5.552 -1.289 -0.333
C -1.131 5.058 4.234 -0.866
C -2.989 -5.556 1.108 -0.759
C -0.816 4.256 -2.021 0.098
C -3.426 -6.392 -0.194 -0.054
C 0.373 -1.829 -0.972 -1.945
C -2.602 -3.322 1.825 -1.212
C 3.536 4.985 -0.946 -0.630
C -4.138 -8.354 -1.096 -0.984
C 0.956 -6.403 -2.361 -1.004
C 2.714 6.874 -2.034 -0.805
C -0.471 -8.394 -2.117 -0.704
C -2.387 4.034 2.585 -0.430
C 3.419 3.491 -0.598 -1.199
C -1.946 -1.952 1.495 0.034
C 3.910 0.666 0.867 0.861
C -0.046 -3.285 -0.614 -0.225
C 4.118 2.176 1.246 -0.967
C -0.149 0.294 -0.215 -1.243
C -0.178 4.656 -4.271 -0.736
C 4.576 -1.621 1.393 -0.700
H -0.694 4.343 -5.139 0.333
H 0.894 0.388 -0.041 0.846
H -3.315 4.776 0.747 0.441
H 0.539 -5.912 -0.386 0.476
H -0.924 3.492 0.678 0.015
H -0.516 5.347 -1.904 0.256
H 0.232 3.848 -1.746 -0.157
H 2.626 3.119 -1.060 0.213
H -3.234 -3.812 -0.056 0.282
H -4.072 -5.721 -0.786 0.348
H 3.729 2.270 2.484 0.161
H -3.354 -8.453 -1.993 0.154
H 0.573 5.324 0.017 0.093
H 1.545 -3.859 -1.913 0.278
H -0.775 -5.719 -1.443 -0.219
H -1.983 5.025 4.735 0.568
H -3.719 -5.695 1.913 0.450
H 4.461 -2.085 0.397 0.261
H -2.498 -1.458 0.839 0.448
H 0.636 1.791 0.586 -0.081
H -3.097 3.034 0.989 0.522
H -0.866 0.962 0.570 -0.598
H 3.876 0.449 -0.260 0.197
H -0.889 -7.951 -3.001 0.340
H 4.022 2.879 -1.056 1.152
H 2.216 3.092 1.095 0.118
H -0.591 0.376 3.509 0.376
H 0.096 5.627 -4.065 0.293
H -0.878 -8.062 -1.208 0.306
H 3.593 7.524 -1.816 0.370
H -0.310 4.220 4.384 0.248
H 2.004 7.388 -1.324 0.260
H -2.591 4.388 -1.373 0.927
H -0.547 6.044 4.437 0.178
H -2.448 -6.230 -0.922 0.299
H 0.432 -6.133 -3.238 0.498
H 1.269 -1.827 -0.811 1.283
H 3.145 5.409 0.084 0.237
H 0.044 -0.340 2.058 0.535
H 5.402 -2.117 2.032 0.261
H 5.232 2.466 1.237 0.283
H -4.833 -7.838 -1.427 0.517
H 4.531 5.347 -1.022 0.460
H -4.664 -9.276 -0.982 0.381
H -3.182 4.087 3.234 0.656
H -2.138 -3.898 2.631 0.436
H -1.748 3.216 3.032 0.315
H -1.140 -3.445 -0.675 0.091
H 3.729 -1.822 2.008 0.316
H 1.902 4.976 1.124 0.150
H 0.448 4.952 1.651 0.085
H 1.201 6.403 1.102 0.486
H 1.944 -6.112 -2.468 0.455
H -0.501 0.773 -1.191 0.263
H 0.271 -3.521 0.224 0.555
H 2.910 0.360 1.252 -0.538
H -2.314 2.757 -1.263 0.469
H 0.302 -1.630 -2.055 0.342
H -1.009 -1.987 1.125 0.211
H -1.019 0.693 1.902 0.865
H 0.785 4.069 -4.138 0.245
H -0.401 -9.480 -2.349 0.302
H 2.330 7.196 -3.068 0.252
H -3.586 -3.085 1.925 0.513
H -2.144 -6.209 1.672 0.235
```

The calculation puts the maximum force at 0.2217 Eh/bohr. The frontier orbital gap is 0.268 hartree. For the highest occupied orbital energy, the calculation gives -0.2646 hartree. As for the energy above the lowest of the compared OMol25 structures with the same formula, charge and spin: 134.8 kcal/mol. As for the lowest unoccupied orbital energy: 0.1 eV.